(1)
# C25H35F3N6O5S

C25H35F3N6O5S as an isolated structure (ωB97M-V/def2-TZVPD, OMol25).

```
75
Properties=species:S:1:pos:R:3
C 2.85376 -0.62556 3.85224
C 2.25799 -1.28592 3.00572
C 1.46169 -1.95387 1.77307
C 2.56109 -1.87060 0.62552
C 1.98777 -1.63634 -0.84543
C 3.05235 -0.71202 -1.63201
C 2.35173 0.59894 -2.25740
O 2.17362 1.60902 -1.23843
C 3.40506 2.30648 -0.98343
O 1.09313 -3.23553 2.34458
S 0.03733 -2.72068 3.57699
O -1.06435 -3.73560 3.42398
O 0.45627 -2.93357 4.97056
O -0.33082 -1.14777 3.11474
C 0.16871 -1.04434 1.71710
C -1.10721 -1.50899 0.89671
C -2.15969 -0.28462 0.98822
C -2.74628 0.12100 -0.41194
F -3.07389 -0.88318 -1.33588
C -2.92171 1.45334 -0.77863
F -2.23726 1.92166 -1.90074
F -3.72508 2.38245 -0.13715
H 3.25717 0.26082 4.41550
H 3.10821 -2.86876 0.61609
H 3.32372 -1.10220 0.95783
H 0.96002 -1.17893 -0.88713
H 2.00546 -2.63452 -1.37290
H 3.49397 -1.26382 -2.52521
H 3.93748 -0.42216 -0.98527
H 2.92974 1.00483 -3.14525
H 1.34668 0.25142 -2.64128
H 3.94363 2.61501 -1.94260
H 4.15839 1.65815 -0.41480
H 3.20271 3.19744 -0.30939
H 0.40527 0.04593 1.53465
H -0.91085 -1.79012 -0.17732
H -1.65507 -2.39291 1.35822
H -3.03499 -0.52737 1.68466
H -1.66301 0.63639 1.44318
C 0.53365 3.87614 -3.74321
C 1.84013 3.65506 -4.42059
N 2.85620 3.48317 -4.94735
H 0.39396 3.13552 -2.95455
H 0.50780 4.87255 -3.30229
H -0.27857 3.78526 -4.46585
C -0.37725 -6.17122 5.25931
C -0.12672 -7.63346 5.12400
N 0.06865 -8.76824 5.01870
H -0.50587 -5.71723 4.27783
H -1.27849 -6.00165 5.84855
H 0.46790 -5.69804 5.75980
C -5.23890 1.99824 2.88120
C -4.63233 0.71878 3.34087
N -4.16151 -0.27502 3.69728
H -4.45897 2.66978 2.52185
H -5.94296 1.80476 2.07158
H -5.76751 2.47520 3.70699
C 1.02366 -6.34806 0.72968
C 0.39941 -5.40829 -0.25430
N -0.08276 -4.68368 -1.01541
H 2.05216 -6.04703 0.93034
H 0.46123 -6.33556 1.66368
H 1.02153 -7.36096 0.32648
C -2.79779 5.49359 0.45324
C -1.49453 5.27087 -0.23025
N -0.48323 5.09763 -0.76099
H -2.93226 4.74473 1.23393
H -2.81660 6.48563 0.90512
H -3.61562 5.41194 -0.26302
C 0.64412 5.53144 -7.91121
C -0.40070 4.84552 -7.10310
N -1.21131 4.31339 -6.47433
H 0.24162 6.45366 -8.33111
H 1.50159 5.77038 -7.28139
H 0.96937 4.88180 -8.72398
```

The HOMO energy is -9.02 eV. The calculation puts the gap between HOMO and LUMO at 8.51 eV. As for the total energy: -64646.4736 eV. The calculation puts the molar mass at 588.7 g mol⁻¹.

---

(2)
# C25H35F4N2O6P

A 2-piece molecular cluster, C25H35F4N2O6P overall (ωB97M-V/def2-TZVPD, OMol25).

```
73
Properties=species:S:1:pos:R:3
C -4.44737 0.29867 1.13231
C -4.39097 -0.55238 -0.11653
O -5.29871 -1.28544 -0.43600
N -3.23286 -0.44273 -0.87670
C -3.35867 -0.34876 -2.34131
C -2.46486 -1.35248 -3.08552
C -1.19548 -0.72737 -3.70242
C 0.07590 -1.51658 -3.37707
C 0.28496 -1.70427 -1.88994
C 0.08748 -2.96328 -1.32553
C 0.28093 -3.21328 0.02716
C 0.70420 -2.20602 0.88734
C 1.04645 -2.53896 2.33261
F 2.23275 -1.95742 2.68800
F 1.27060 -3.86886 2.47971
C -0.03392 -2.17304 3.39089
F -1.19325 -1.82921 2.77718
F 0.36557 -1.11930 4.14502
C 0.82658 -0.90062 0.37481
C 1.13192 0.25224 1.30272
C -0.14706 1.01096 1.73057
C 0.12996 2.38489 2.31379
O 1.03411 3.13104 1.47850
C 0.84843 4.47200 1.45640
C 1.25324 5.11471 0.15905
O 0.40781 5.07824 2.39610
C 0.65864 -0.65789 -1.01951
P 1.03014 0.92810 -1.90220
C -0.21842 2.18590 -1.43772
C 2.63024 1.55323 -1.25069
C -0.08620 -4.66810 0.25415
O -0.42616 -5.23763 1.24691
N -0.16286 -5.26870 -1.02928
C 0.61396 -6.46687 -1.31453
C -0.28054 -4.25343 -1.99152
O -0.69196 -4.43918 -3.10640
H -5.04149 -0.21814 1.88553
H -3.45555 0.49182 1.54975
H -4.92997 1.25001 0.89857
H -2.61847 0.25327 -0.47750
H -4.40727 -0.52187 -2.58679
H -3.12257 0.67558 -2.64949
H -3.05799 -1.80096 -3.88708
H -2.22014 -2.16392 -2.40201
H -1.30193 -0.69996 -4.79049
H -1.09874 0.31562 -3.38692
H 0.96040 -1.04595 -3.80957
H -0.02383 -2.49911 -3.83623
H -0.21591 -3.03163 4.03981
H 1.82155 0.95049 0.84334
H 1.60145 -0.09385 2.21630
H -0.60068 0.45321 2.55506
H -0.89048 1.02091 0.93025
H 0.54593 2.28418 3.31947
H -0.79839 2.95125 2.41857
H 0.35793 5.30903 -0.43383
H 1.92033 4.46589 -0.40617
H 1.77535 6.04201 0.38186
H -0.28547 2.47243 -0.39117
H 0.03435 3.07853 -2.01756
H -1.18430 1.83210 -1.80948
H 3.27311 0.72689 -0.94372
H 3.12876 2.09277 -2.05829
H 2.52200 2.23878 -0.40551
H 0.63361 -7.09268 -0.42326
H 0.13480 -7.03808 -2.11055
H 1.62894 -6.21555 -1.63488
C 4.53938 4.56350 2.91904
O 3.76261 5.44553 2.11801
H 5.32365 4.16091 2.28227
H 5.00402 5.08621 3.75866
H 3.93764 3.73461 3.30209
H 3.06278 5.80801 2.67155
```

The HOMO energy is -8.57 eV. The calculation puts the gap between HOMO and LUMO at 7.99 eV. As for the total energy: -61917.3909 eV. The calculation puts the molar mass at 566.5 g mol⁻¹. As for the SMILES: CC(=O)NCCCCc1c2c(c(C(F)(F)C(F)F)c(CCCOC(C)=O)c1P(C)C)C(=O)N(C)C2=O.CO.

---

(3)
# C25H35Ge2N3PtS

C25H35Ge2N3PtS as an isolated structure (ωB97M-V/def2-TZVPD, OMol25).

```
67
Properties=species:S:1:pos:R:3
Pt -0.98651 0.71198 0.71010
C -3.17619 -1.42030 5.10185
N -2.31572 -0.19791 4.94971
C -1.74147 0.49304 6.02255
C -0.97061 1.45871 5.52081
N -1.03521 1.37379 4.07882
C -1.92327 0.37681 3.76703
S -2.69128 0.06962 2.30749
C -0.28444 2.23438 3.23633
C 0.49375 3.20794 3.88622
C 1.26500 4.09193 3.14372
C 1.13204 4.07309 1.74855
C 0.32820 3.10341 1.19494
N -0.36612 2.17163 1.90273
H -3.53211 -1.50095 6.13301
H -2.61586 -2.32578 4.79450
H -4.05015 -1.32179 4.43725
H -1.95958 0.26969 7.07307
H -0.37049 2.21403 6.08204
H 0.47316 3.22620 4.97385
H 1.91852 4.82255 3.64479
H 1.63278 4.78156 1.09093
H 0.17310 3.01592 0.12316
C 1.46347 -3.67361 1.55838
C 0.50161 -2.47770 1.72700
Ge 0.88301 -0.83028 0.60334
C 2.54701 0.15187 1.35489
C 3.89885 -0.59028 1.21942
C 1.22315 -1.29198 -1.28118
C 0.50045 -0.83593 -2.33912
Ge -0.90523 0.36450 -1.61623
C -2.76673 -0.47889 -1.96078
C -3.10657 -0.78286 -3.44350
C -0.64791 2.21036 -2.43236
C -0.73468 2.33392 -3.95666
C 0.72700 -1.21767 -3.75176
C -0.02912 -0.77325 -4.83563
C 0.32970 -1.13190 -6.11816
C 1.44127 -1.96962 -6.38335
C 2.16136 -2.44264 -5.29447
C 1.80350 -2.06996 -3.99148
H 1.19538 -4.37728 2.34433
H 2.53018 -3.41989 1.68382
H 1.28857 -4.14918 0.60619
H 0.51049 -2.10914 2.77668
H -0.52909 -2.71018 1.44980
H 2.28384 0.42937 2.36531
H 2.48130 1.06773 0.73026
H 3.89006 -1.53808 1.74957
H 4.68736 0.02830 1.67196
H 4.17758 -0.74488 0.17419
H 2.09918 -1.92665 -1.42740
H -3.51140 0.21182 -1.51300
H -2.73095 -1.38358 -1.34014
H -3.16414 0.13349 -4.04512
H -4.07825 -1.24440 -3.48312
H -2.40768 -1.47073 -3.93809
H 0.32801 2.52572 -2.05963
H -1.40139 2.82076 -1.93334
H 0.06295 1.79923 -4.46146
H -0.65481 3.39115 -4.23330
H -1.68218 1.99170 -4.39238
H -0.89957 -0.15242 -4.69924
H -0.26843 -0.79121 -6.95892
H 1.67610 -2.25404 -7.40984
H 3.03407 -3.08026 -5.45326
H 2.39510 -2.47099 -3.18569
```

The HOMO energy (alpha / beta) is -13.08 / -13.04 eV. The calculation puts the gap between HOMO and LUMO (alpha / beta) at 6.35 / 4.02 eV. As for the total energy: -158060.1053 eV. Its total charge is +2. The calculation puts the molar mass at 749.9 g mol⁻¹. The expectation value of S² is 2.015. The spin multiplicity is 3.